1.
Density functional theory data (ωB97M-V/def2-TZVPD) for a molecular structure, C8H24Co3FN8O24P2.

**Relative energy (zero: lowest compared OMol25 entry of this formula, charge and spin)**: 29.4 kcal per mole
**HOMO-LUMO gap (spin up / spin down)**: 4.1 / 5.1 eV
**Total charge**: -1
**HOMO level (spin up / spin down)**: -3.16 / -5.90 eV
**Spin multiplicity**: 10

Cartesian coordinates (Å):
Co: -19.76 8.07 -5.31
Co: -21.60 11.48 -4.39
Co: -18.89 11.08 -5.91
P: -19.44 12.69 -3.74
O: -20.62 12.20 -2.89
O: -18.63 13.94 -3.55
O: -20.06 12.60 -5.16
O: -18.28 11.67 -4.01
P: -21.33 9.87 -6.48
O: -20.19 10.49 -7.30
O: -22.49 10.83 -6.07
O: -20.60 9.94 -5.10
O: -21.41 8.33 -6.44
F: -18.10 9.21 -5.72
C: -24.88 13.98 -5.32
N: -23.60 14.06 -4.58
O: -23.19 13.00 -4.11
O: -22.98 15.08 -4.63
H: -24.66 13.68 -6.35
H: -25.36 14.95 -5.30
H: -25.48 13.18 -4.91
C: -24.50 8.55 -3.45
N: -23.13 9.07 -3.24
O: -22.25 8.30 -2.96
O: -23.00 10.29 -3.36
H: -24.63 8.52 -4.52
H: -25.18 9.30 -3.06
H: -24.57 7.62 -2.89
C: -19.95 8.49 -10.35
N: -18.93 8.67 -11.40
O: -18.24 7.71 -11.70
O: -18.81 9.78 -11.88
H: -19.76 7.59 -9.79
H: -20.92 8.50 -10.85
H: -20.04 9.37 -9.72
C: -20.98 12.98 -9.72
N: -21.49 12.83 -11.11
O: -21.93 11.74 -11.42
O: -21.50 13.81 -11.83
H: -20.43 12.07 -9.46
H: -21.77 13.26 -9.04
H: -20.16 13.69 -9.85
C: -20.58 5.34 -8.38
N: -19.63 5.35 -7.26
O: -18.83 4.36 -7.12
O: -19.46 6.50 -6.63
H: -20.03 5.43 -9.32
H: -21.19 6.20 -8.17
H: -21.10 4.39 -8.30
C: -24.76 9.88 -8.49
N: -25.43 11.07 -9.05
O: -25.16 11.40 -10.18
O: -26.26 11.62 -8.34
H: -25.39 9.25 -7.87
H: -23.87 10.18 -7.94
H: -24.43 9.28 -9.34
C: -24.07 6.51 -7.72
N: -24.17 6.27 -9.20
O: -25.24 6.39 -9.76
O: -23.14 5.89 -9.71
H: -24.01 5.53 -7.25
H: -25.01 6.96 -7.40
H: -23.18 7.10 -7.54
C: -19.62 9.73 -1.25
N: -18.74 9.06 -2.24
O: -19.28 8.45 -3.15
O: -17.55 9.20 -2.13
H: -19.23 10.74 -1.12
H: -19.55 9.15 -0.34
H: -20.61 9.86 -1.68

---

2.
Density functional theory data (ωB97M-V/def2-TZVPD) for a molecular structure, C8H24CoO8.

**HOMO-LUMO gap (spin up / spin down)**: 7.6 / 8.2 eV
**Total charge**: -1
**HOMO level (spin up / spin down)**: -4.53 / -6.50 eV
**Spin multiplicity**: 5

Cartesian coordinates (Å):
Co: -22.72 15.54 -9.84
C: -21.11 17.33 -9.12
O: -21.88 17.40 -10.09
O: -20.37 18.21 -8.76
O: -21.23 16.27 -8.54
C: -18.12 20.59 -12.76
C: -18.88 20.42 -11.45
O: -19.30 19.08 -11.28
H: -18.80 20.48 -13.60
H: -17.39 19.78 -12.86
H: -17.66 21.57 -12.82
H: -19.71 21.12 -11.40
H: -18.20 20.62 -10.62
H: -19.79 18.99 -10.46
C: -20.33 12.80 -7.75
C: -19.08 13.68 -7.47
O: -18.97 14.75 -8.41
H: -21.24 13.39 -7.84
H: -20.45 12.14 -6.89
H: -20.20 12.18 -8.64
H: -18.25 12.99 -7.62
H: -19.16 14.06 -6.45
H: -19.80 15.23 -8.43
C: -22.05 20.85 -7.43
O: -21.62 20.63 -8.74
H: -22.84 20.14 -7.22
H: -21.28 20.69 -6.68
H: -22.59 21.79 -7.36
H: -21.15 19.80 -8.68
C: -21.44 17.50 -5.44
O: -20.95 16.24 -5.84
H: -21.00 17.69 -4.46
H: -21.15 18.32 -6.10
H: -22.52 17.54 -5.33
H: -20.97 16.32 -6.79
C: -18.14 19.40 -6.48
O: -18.40 18.07 -6.92
H: -17.80 19.99 -7.32
H: -19.06 19.75 -6.00
H: -17.36 19.35 -5.72
H: -19.13 18.05 -7.55

---

3.
Density functional theory data (ωB97M-V/def2-TZVPD) for a molecular structure, C8H24Cu2N3NaO13S4.

**Relative energy (zero: lowest compared OMol25 entry of this formula, charge and spin)**: 0.0 kcal per mole
**HOMO-LUMO gap (spin up / spin down)**: 6.9 / 2.6 eV
**Total charge**: +2
**HOMO level (spin up / spin down)**: -13.26 / -13.18 eV
**Spin multiplicity**: 3

Cartesian coordinates (Å):
Cu: -4.00 0.00 -1.04
Cu: -0.28 -3.25 -0.74
Na: -0.86 2.95 -2.21
N: -0.77 0.16 -0.06
O: -0.35 -1.02 0.05
O: -1.94 0.41 0.08
O: 0.07 1.07 -0.26
N: -3.26 -3.04 0.51
O: -3.56 -1.98 -0.04
O: -4.03 -3.58 1.16
O: -2.17 -3.49 0.31
N: -2.25 -1.82 -3.11
O: -2.60 -2.58 -3.97
O: -1.26 -2.14 -2.44
O: -2.96 -0.86 -2.81
C: 2.74 -1.94 1.68
S: 3.12 -2.36 -0.07
O: 1.76 -2.68 -0.59
C: 3.20 -0.62 -0.66
H: 2.01 -1.14 1.73
H: 3.62 -1.55 2.17
H: 2.43 -2.82 2.24
H: 3.55 -0.67 -1.70
H: 3.86 0.10 -0.18
H: 2.17 -0.28 -0.59
C: 3.74 3.04 1.97
S: 2.29 1.94 2.46
O: 2.31 1.47 3.95
C: 0.90 3.28 2.18
H: 4.66 2.46 1.90
H: 3.97 3.64 2.85
H: 3.58 3.62 1.07
H: 1.01 4.20 2.76
H: -0.05 2.79 2.40
H: 0.75 3.51 1.13
C: -3.14 1.31 3.87
S: -1.88 0.10 4.37
O: -2.31 -0.48 5.72
C: -2.46 -1.32 3.35
H: -2.87 2.28 4.29
H: -4.15 1.04 4.18
H: -3.19 1.42 2.79
H: -2.69 -2.21 3.93
H: -1.72 -1.66 2.63
H: -3.33 -1.05 2.75
C: 0.37 0.49 -6.44
S: 0.72 1.37 -4.84
O: -0.71 1.75 -4.48
C: 1.22 0.03 -3.67
H: 1.37 0.23 -6.81
H: -0.14 1.18 -7.12
H: -0.19 -0.44 -6.31
H: 2.14 -0.48 -3.97
H: 0.44 -0.73 -3.76
H: 1.12 0.33 -2.63

---

4.
Density functional theory data (ωB97M-V/def2-TZVPD) for a molecular structure, C8H24GaN5OP.

**HOMO-LUMO gap**: 6.6 eV
**Total charge**: -1
**HOMO level**: -3.37 eV
**Spin multiplicity**: 1

Cartesian coordinates (Å):
N: -0.84 -3.85 -1.26
C: -0.72 -3.34 -0.09
N: -1.44 -3.92 0.97
N: 0.04 -2.24 0.25
C: 1.33 -2.07 -0.43
C: 1.31 -0.99 -1.53
C: 2.33 0.12 -1.34
C: 1.93 1.30 -0.43
Ga: 0.63 0.99 1.09
C: -1.34 0.87 0.59
C: -1.84 1.97 -0.37
C: -2.36 1.46 -1.71
N: -1.28 1.15 -2.65
P: 0.72 2.85 2.58
N: 0.05 2.19 4.05
O: 2.35 2.91 3.01
H: -0.29 -3.31 -1.92
H: -2.40 -4.07 0.68
H: -1.47 -3.29 1.77
H: 0.16 -2.17 1.25
H: 2.07 -1.77 0.32
H: 1.64 -3.03 -0.85
H: 1.49 -1.47 -2.50
H: 0.30 -0.58 -1.57
H: 3.25 -0.33 -0.95
H: 2.57 0.50 -2.34
H: 1.59 2.14 -1.04
H: 2.84 1.66 0.05
H: 1.05 -0.31 2.02
H: -1.89 0.98 1.53
H: -1.59 -0.12 0.22
H: -1.03 2.68 -0.58
H: -2.65 2.54 0.10
H: -2.93 0.55 -1.54
H: -3.03 2.22 -2.13
H: -1.47 0.32 -3.19
H: -1.08 1.91 -3.27
H: -0.95 2.31 4.04
H: 0.25 1.20 4.15
H: 2.69 2.02 3.04

---

5.
Density functional theory data (ωB97M-V/def2-TZVPD) for 5 unconnected molecules or ions with the total composition C8H24IO8.

**Relative energy (zero: lowest compared OMol25 entry of this formula, charge and spin)**: 59.2 kcal per mole
**HOMO-LUMO gap**: 6.5 eV
**Total charge**: -1
**HOMO level**: -4.10 eV
**Spin multiplicity**: 1

Cartesian coordinates (Å):
I: -7.23 -20.37 7.55
C: -12.33 -22.80 11.80
C: -10.93 -22.61 12.41
O: -10.45 -21.25 12.31
O: -12.76 -24.10 11.47
H: -12.23 -22.24 10.87
H: -13.11 -22.30 12.37
H: -10.21 -23.26 11.92
H: -10.93 -22.99 13.43
H: -10.00 -21.21 11.46
H: -13.58 -24.08 10.97
C: -4.84 -23.14 2.76
C: -3.87 -22.92 3.87
O: -4.45 -23.70 4.90
O: -5.96 -22.26 2.79
H: -5.28 -24.13 2.63
H: -4.23 -22.81 1.91
H: -3.83 -21.86 4.13
H: -2.84 -23.21 3.67
H: -5.26 -23.29 5.21
H: -6.25 -22.12 3.69
C: -12.95 -20.80 4.67
C: -13.72 -21.35 3.41
O: -12.89 -22.06 2.52
O: -11.77 -20.15 4.25
H: -12.71 -21.65 5.29
H: -13.57 -20.05 5.17
H: -14.14 -20.52 2.84
H: -14.42 -22.08 3.82
H: -12.09 -21.59 2.28
H: -11.04 -20.26 4.86
C: -3.06 -16.10 9.77
C: -1.92 -17.03 9.20
O: -2.46 -17.78 8.12
O: -4.12 -16.90 10.24
H: -3.39 -15.38 9.03
H: -2.68 -15.59 10.66
H: -1.44 -17.68 9.93
H: -1.15 -16.33 8.86
H: -3.16 -18.37 8.40
H: -4.58 -17.21 9.46

---

6.
Density functional theory data (ωB97M-V/def2-TZVPD) for a molecular structure, C8H24KO8.

**Relative energy (zero: lowest compared OMol25 entry of this formula, charge and spin)**: 15.1 kcal per mole
**HOMO-LUMO gap**: 10.4 eV
**Total charge**: +1
**HOMO level**: -12.79 eV
**Spin multiplicity**: 1

Cartesian coordinates (Å):
K: -2.87 14.64 -10.83
C: -5.36 12.88 -8.92
C: -4.21 12.66 -7.98
O: -3.31 13.78 -7.91
O: -4.89 12.61 -10.27
H: -5.85 13.85 -8.85
H: -6.19 12.21 -8.71
H: -3.71 11.78 -8.39
H: -4.50 12.35 -6.97
H: -3.69 14.28 -7.18
H: -5.66 12.63 -10.85
C: 0.64 13.21 -10.89
C: 0.44 12.22 -12.15
O: 0.38 10.87 -11.82
O: -0.55 13.04 -10.07
H: 0.77 14.25 -11.18
H: 1.53 13.02 -10.29
H: 1.34 12.40 -12.74
H: -0.51 12.45 -12.63
H: 0.73 10.35 -12.55
H: -0.60 12.13 -9.77
C: -5.55 17.22 -10.37
C: -5.93 16.60 -11.75
O: -4.71 16.25 -12.49
O: -4.90 16.33 -9.51
H: -6.44 17.67 -9.92
H: -4.80 18.00 -10.48
H: -6.62 17.24 -12.31
H: -6.43 15.65 -11.55
H: -4.92 15.76 -13.29
H: -5.16 16.49 -8.60
C: -3.34 13.74 -14.60
C: -4.40 14.43 -15.47
O: -5.58 14.76 -14.78
O: -2.63 14.67 -13.71
H: -2.58 13.26 -15.21
H: -3.74 12.98 -13.93
H: -4.66 13.91 -16.38
H: -4.07 15.39 -15.85
H: -6.15 13.99 -14.77
H: -2.38 15.42 -14.24

---

7.
Density functional theory data (ωB97M-V/def2-TZVPD) for a molecular structure, C8H24LiO4S3.

**Relative energy (zero: lowest compared OMol25 entry of this formula, charge and spin)**: 35.9 kcal per mole
**HOMO-LUMO gap**: 10.3 eV
**Total charge**: +1
**HOMO level**: -12.25 eV
**Spin multiplicity**: 1

Cartesian coordinates (Å):
Li: -0.75 0.11 -0.14
C: -1.89 2.54 -0.57
C: -1.34 2.62 0.85
O: -0.99 1.32 1.40
H: -2.37 3.36 -1.02
H: -2.77 1.74 -0.66
H: -1.15 2.09 -1.20
H: -1.96 3.13 1.53
H: -0.54 3.31 0.80
H: -1.23 1.36 2.23
C: -1.08 -2.07 3.08
S: -0.02 -2.54 1.83
O: -0.39 -1.64 0.60
C: 1.42 -1.89 2.59
H: -1.08 -0.87 3.26
H: -0.85 -2.58 4.03
H: -2.00 -2.39 2.79
H: 2.25 -2.49 2.16
H: 1.59 -1.95 3.58
H: 1.61 -0.92 2.30
C: 2.87 -0.89 -0.45
S: 2.35 0.71 -0.68
O: 0.98 0.75 -0.10
C: 3.48 1.46 0.65
H: 2.37 -1.35 0.38
H: 3.94 -1.26 -0.21
H: 2.90 -1.48 -1.35
H: 3.24 0.99 1.48
H: 3.15 2.62 0.63
H: 4.49 1.38 0.38
C: -0.71 -1.48 -3.06
S: -2.24 -0.89 -2.28
O: -1.70 -0.23 -0.99
C: -2.53 0.45 -3.42
H: -0.86 -1.49 -4.05
H: -0.36 -2.43 -2.79
H: 0.22 -1.18 -2.65
H: -1.97 1.28 -3.39
H: -3.61 0.69 -3.14
H: -2.45 0.10 -4.38

---

8.
Density functional theory data (ωB97M-V/def2-TZVPD) for 3 unconnected molecules or ions with the total composition C8H24N2O3.

**Relative energy (zero: lowest compared OMol25 entry of this formula, charge and spin)**: 31.1 kcal per mole
**HOMO-LUMO gap**: 10.3 eV
**HOMO level**: -9.55 eV
**Spin multiplicity**: 1

Cartesian coordinates (Å):
C: 0.95 0.67 -4.37
O: -0.39 0.59 -3.92
C: -1.33 1.01 -4.94
C: -2.82 1.11 -4.40
C: -3.46 -0.30 -4.20
N: -3.60 1.77 -5.48
H: 1.03 1.73 -4.60
H: 1.14 -0.05 -5.17
H: 1.64 0.40 -3.56
H: -1.10 1.97 -5.39
H: -1.35 0.33 -5.79
H: -2.72 1.67 -3.47
H: -3.37 -0.83 -5.15
H: -4.54 -0.17 -4.15
H: -3.11 -0.84 -3.32
H: -4.46 2.03 -5.02
H: -3.20 2.68 -5.64
C: 1.48 -1.12 7.31
O: 2.19 -0.75 6.08
C: 1.64 -1.24 4.90
C: 2.42 -0.85 3.64
C: 2.22 0.63 3.36
N: 2.00 -1.60 2.43
H: 1.49 -0.27 7.99
H: 2.13 -1.86 7.77
H: 0.44 -1.43 7.19
H: 1.75 -2.31 5.09
H: 0.59 -0.94 4.93
H: 3.44 -1.03 3.99
H: 1.24 1.08 3.40
H: 2.78 0.81 2.44
H: 2.81 1.18 4.10
H: 1.93 -2.59 2.61
H: 2.73 -1.45 1.74
O: -1.21 0.10 0.04
H: -0.44 -0.30 0.46
H: -0.96 0.20 -0.87

---

9.
Density functional theory data (ωB97M-V/def2-TZVPD) for a molecular structure, C8H24N7O8P2Tl.

**HOMO-LUMO gap**: 10.5 eV
**Total charge**: +2
**HOMO level**: -15.38 eV
**Spin multiplicity**: 1

Cartesian coordinates (Å):
Tl: 0.15 -0.10 0.41
C: 5.16 1.94 -0.14
N: 4.31 0.76 -0.16
C: 4.93 -0.55 -0.29
C: 2.98 0.84 -0.06
N: 2.20 -0.20 0.10
N: 2.43 2.11 -0.12
C: 1.19 2.48 -0.58
N: 1.03 3.79 -0.80
N: 0.25 1.61 -0.81
H: 6.20 1.63 -0.15
H: 5.01 2.52 0.78
H: 4.99 2.58 -1.01
H: 5.98 -0.42 -0.54
H: 4.46 -1.11 -1.10
H: 4.87 -1.12 0.64
H: 2.68 -1.09 0.06
H: 3.07 2.87 0.07
H: 1.77 4.46 -0.68
H: 0.15 4.14 -1.15
H: -0.59 1.99 -1.22
C: -3.12 -3.42 -0.45
C: -2.57 -2.68 0.76
O: -3.08 -3.15 1.98
P: -3.01 -0.89 0.79
O: -3.23 -0.45 2.27
O: -4.42 -0.70 0.11
O: -1.99 0.03 0.17
P: -0.74 -2.65 0.81
O: -0.42 -4.16 1.10
O: -0.28 -1.71 1.92
O: -0.14 -2.12 -0.48
H: -4.21 -3.40 -0.42
H: -2.78 -4.45 -0.41
H: -2.76 -2.97 -1.37
H: -2.79 -4.07 2.11
H: -3.82 -1.03 2.77
H: -4.44 -0.68 -0.85
H: 0.48 -4.45 0.98
C: -1.83 3.10 2.57
N: -1.43 2.05 3.48
C: -0.51 1.15 3.15
N: -0.19 0.21 4.04
O: 0.10 1.24 2.04
H: -2.78 3.52 2.90
H: -1.95 2.67 1.57
H: -1.08 3.89 2.53
H: -1.87 2.02 4.38
H: -0.73 0.08 4.88
H: 0.32 -0.60 3.71

---

10.
Density functional theory data (ωB97M-V/def2-TZVPD) for 8 unconnected molecules or ions with the total composition C8H24N8O16.

**Relative energy (zero: lowest compared OMol25 entry of this formula, charge and spin)**: 55.7 kcal per mole
**HOMO-LUMO gap**: 10.6 eV
**HOMO level**: -10.79 eV
**Spin multiplicity**: 1

Cartesian coordinates (Å):
C: 18.40 1.80 -6.75
N: 19.33 2.00 -5.61
O: 18.88 2.09 -4.43
O: 20.55 2.07 -5.86
H: 17.39 1.82 -6.36
H: 18.71 0.84 -7.16
H: 18.59 2.52 -7.55
C: 22.97 6.83 -12.60
N: 21.88 7.21 -11.59
O: 21.64 6.44 -10.70
O: 21.39 8.29 -11.76
H: 23.62 7.63 -12.95
H: 22.53 6.48 -13.54
H: 23.52 5.95 -12.29
C: 24.05 1.50 -9.90
N: 23.93 -0.01 -9.64
O: 23.23 -0.74 -10.34
O: 24.46 -0.39 -8.61
H: 24.56 2.03 -9.10
H: 23.00 1.79 -9.93
H: 24.59 1.52 -10.85
C: 21.80 -3.33 -3.47
N: 21.38 -4.08 -2.28
O: 22.30 -4.62 -1.70
O: 20.17 -4.20 -2.08
H: 21.47 -2.32 -3.24
H: 21.26 -3.82 -4.28
H: 22.88 -3.39 -3.66
C: 14.33 -4.60 -3.70
N: 15.18 -4.00 -4.77
O: 15.24 -2.82 -4.76
O: 15.77 -4.80 -5.55
H: 14.89 -5.28 -3.06
H: 13.61 -5.20 -4.25
H: 13.83 -3.90 -3.03
C: 17.79 1.67 2.10
N: 18.30 0.28 2.16
O: 18.13 -0.43 3.07
O: 18.98 -0.02 1.14
H: 16.71 1.61 2.09
H: 18.14 2.00 1.12
H: 18.22 2.17 2.97
C: 18.69 -4.56 -12.21
N: 17.89 -3.27 -12.31
O: 17.89 -2.66 -13.38
O: 17.30 -2.83 -11.33
H: 19.23 -4.63 -11.27
H: 19.47 -4.56 -12.97
H: 17.97 -5.37 -12.35
C: 17.25 7.29 -1.81
N: 15.92 7.30 -1.17
O: 15.73 6.38 -0.44
O: 15.22 8.25 -1.43
H: 17.54 8.25 -1.37
H: 17.11 7.34 -2.89
H: 17.78 6.41 -1.46

---

Values of maximum force, in order: 4.2; 7.6; 6.5; 1.3; 2.6; 2.6; 13.1; 2.3; 2.1; 4.5, all in eV/A.